--- a ---
A gas-phase ion, C12H20N (charge +1), computed with ωB97M-V with the def2-TZVPD basis set.

Last column: Mulliken spin population.
CARTESIAN COORDINATES (ANGSTROEM)
C1 -3.630 -0.333 0.356  0.485
C2 -2.957 -1.140 -0.605  0.333
C3 -2.941 0.780 0.781  -0.086
C4 -1.699 -0.757 -0.971  0.297
C5 -1.626 1.028 0.394  0.636
C6 2.671 -0.132 0.317  0.011
C7 0.875 0.305 1.845  0.017
C8 0.900 -1.862 0.598  0.014
C9 0.828 -0.131 -2.151  0.006
C10 0.955 2.008 -0.584  0.015
C11 1.192 -0.357 0.485  0.020
C12 0.446 0.364 -0.791  -0.045
N1 -1.002 0.254 -0.489  0.213
H1 -4.679 -0.315 0.503  0.021
H2 -3.412 -2.167 -0.756  -0.008
H3 -3.218 1.344 1.655  -0.005
H4 -1.236 -1.441 -1.690  0.038
H5 -1.170 1.834 0.820  0.048
H6 2.833 0.982 0.290  0.000
H7 3.133 -0.569 1.299  0.002
H8 3.021 -0.611 -0.589  0.000
H9 1.082 1.331 1.777  -0.005
H10 -0.239 0.305 2.068  -0.009
H11 1.336 -0.373 2.641  0.003
H12 1.751 -2.287 1.039  0.006
H13 -0.034 -1.997 1.270  -0.005
H14 0.585 -2.442 -0.346  0.001
H15 1.132 -1.184 -2.096  0.000
H16 -0.084 0.212 -2.756  0.000
H17 1.657 0.404 -2.478  -0.001
H18 0.782 2.395 0.352  0.005
H19 0.786 2.600 -1.429  -0.002
H20 1.959 1.953 -0.761  -0.001

Computed properties:
net charge = +1
2S+1 = 3
gap between HOMO and LUMO (spin up / spin down) = 0.247 / 0.216 Eh
molar mass = 178.30 g mol⁻¹
LUMO (spin up / spin down) = -3.69 / -8.15 eV
HOMO energy (spin up / spin down) = -10.4 / -14.0 eV


--- b ---
A gas-phase ion, C12H20N (charge +1), computed with ωB97M-V with the def2-TZVPD basis set.

Last column: Mulliken spin population.
CARTESIAN COORDINATES (ANGSTROEM)
C1 -3.191 -0.785 0.275  0.000
C2 -3.871 -1.811 -0.093  0.000
C3 0.786 0.137 1.299  0.010
C4 1.330 -1.249 0.793  0.169
C5 -2.579 0.493 0.532  0.000
C6 -0.003 1.023 0.406  0.070
C7 -1.229 0.246 -0.201  -0.030
C8 2.062 -1.133 -0.518  0.399
C9 -0.299 2.408 1.107  0.001
C10 -1.140 -0.139 -1.695  0.134
C11 3.364 -0.378 -0.517  0.007
C12 1.543 -1.592 -1.651  1.188
N1 -1.799 -0.723 0.745  -0.012
H1 -3.332 -2.657 -0.055  0.000
H2 -4.888 -1.828 -0.483  0.000
H3 0.338 -0.111 2.267  -0.032
H4 1.751 0.642 1.402  0.006
H5 1.960 -1.626 1.669  0.040
H6 0.603 -1.932 0.772  -0.017
H7 -2.910 1.254 1.178  0.001
H8 0.733 1.173 -0.495  0.030
H9 0.473 2.673 1.896  0.002
H10 -1.211 2.526 1.780  -0.001
H11 -0.335 3.229 0.408  0.001
H12 -0.991 0.831 -2.217  -0.008
H13 -2.025 -0.661 -2.133  0.021
H14 -0.270 -0.678 -2.123  -0.089
H15 3.774 -0.549 0.490  0.009
H16 3.001 0.683 -0.679  0.072
H17 4.149 -0.459 -1.221  0.016
H18 2.098 -1.412 -2.506  0.043
H19 -1.337 -0.991 1.628  0.000
H20 0.738 -2.274 -1.762  -0.032

Computed properties:
net charge = +1
2S+1 = 3
gap between HOMO and LUMO (spin up / spin down) = 0.195 / 0.356 Eh
molar mass = 178.30 g mol⁻¹
LUMO (spin up / spin down) = -2.75 / -4.94 eV
HOMO energy (spin up / spin down) = -8.1 / -14.6 eV


Most stable: a